#w
ORCA calculation (ωB97M-V with the def2-TZVPD basis set) on a cluster of 2 separate species, C10H11N2O2 in total.

Its total charge is +1. Its molar mass is 191.2 g/mol. As for the LUMO energy: -0.1600 Ha. Its orbital gap is 7.8 eV.

The geometry in XYZ format:
```
25
Properties=species:S:1:pos:R:3:nbo_charge:R:1
C 3.416 -0.808 0.158 -0.1682
C 2.805 -0.100 1.169 -0.1888
C 2.949 -0.652 -1.169 -0.1786
C 1.741 0.727 0.926 -0.2204
C 1.849 0.186 -1.448 -0.1844
C 1.203 0.832 -0.386 -0.1046
C -3.974 -1.204 -0.209 -0.6182
C -0.476 -1.057 0.417 0.4807
C -4.986 -0.419 -0.100 0.6933
C -0.005 1.639 -0.533 -0.3177
N -1.493 -0.105 0.076 -0.2343
N -1.277 1.002 -0.402 0.0120
O -0.261 -2.111 -0.129 -0.4883
O -5.835 0.409 0.125 -0.5592
H 4.136 -1.425 0.507 0.2227
H 3.250 -0.148 2.117 0.2182
H 3.480 -1.265 -2.007 0.2437
H 1.446 1.153 1.859 0.2277
H 1.369 0.428 -2.323 0.2196
H -3.717 -2.079 -0.678 0.3206
H -2.787 -0.911 -0.042 0.3752
H 0.040 -0.772 1.416 0.1535
H -0.213 2.425 0.238 0.2719
H -0.132 2.205 -1.385 0.2511
H -6.469 0.548 0.813 0.5723
```

#x
ORCA calculation (ωB97M-V with the def2-TZVPD basis set) on the ion C10H11N2O2 with charge +1.

Its total charge is +1. Its molar mass is 191.2 g/mol. As for the LUMO energy (spin up / spin down): -0.1215 / -0.1385 Ha. Its orbital gap (spin up / spin down) is 9.2 / 6.1 eV.

The geometry in XYZ format:
```
25
Properties=species:S:1:pos:R:3:nbo_charge:R:1
C -3.466 -0.185 0.822 -0.2177
C -3.663 -1.261 -0.027 -0.1625
C -2.454 0.711 0.691 -0.1809
C -2.856 -1.270 -1.154 -0.3226
C -1.519 0.568 -0.332 -0.2628
C -1.813 -0.417 -1.259 0.2257
C -0.381 1.473 -0.433 0.3693
C 3.936 -0.528 -0.104 -0.1065
C 2.966 -1.661 -0.057 -0.1098
C 1.855 0.266 -0.091 0.7961
N 0.983 1.229 -0.409 -0.5094
N -0.656 2.815 -0.578 -0.7742
O 3.094 0.643 -0.036 -0.4507
O 1.626 -1.015 -0.211 -0.4159
H -4.199 -0.251 1.631 0.2314
H -4.502 -1.799 0.317 0.2389
H -2.504 1.621 1.466 0.2408
H -3.114 -1.803 -2.072 0.2470
H 4.706 -0.415 0.783 0.2448
H 4.362 -0.489 -1.109 0.2134
H 3.240 -2.451 -0.662 0.2305
H 3.047 -2.099 0.903 0.2072
H 1.599 2.035 -0.412 0.4287
H -1.623 3.241 -0.673 0.4451
H 0.131 3.469 -0.600 0.3944
```

Most stable to least stable, the ends of the list are #x and #w.

#w
ORCA calculation (ωB97M-V with the def2-TZVPD basis set) on a cluster of 6 separate species, C4H18O8 in total.

Its molar mass is 194.2 g/mol. As for the LUMO energy: 0.0128 Ha. The structure (SMILES) is O=C(O)CCCO.O.O.O.O.O. Its orbital gap is 10.5 eV.

The geometry in XYZ format:
```
30
Properties=species:S:1:pos:R:3:nbo_charge:R:1
O 0.480 -1.161 2.595 -0.6204
C 0.162 -1.968 1.742 0.7914
O 1.173 -2.686 1.176 -0.6821
C -1.034 -1.817 0.872 -0.5123
C -0.954 -0.768 -0.260 -0.4789
C -1.656 -1.042 -1.566 -0.0531
O -1.558 0.093 -2.470 -0.7492
H 1.888 -2.740 1.913 0.5002
H -1.313 -2.791 0.418 0.2343
H -1.977 -1.602 1.647 0.2326
H 0.064 -0.367 -0.422 0.2377
H -1.518 0.072 0.089 0.2556
H -2.835 -1.291 -1.568 0.1878
H -1.329 -1.997 -2.187 0.1621
H -0.528 0.429 -2.513 0.4807
H -2.761 1.890 -0.310 0.4730
H -1.536 1.935 -1.347 0.4937
O -1.847 1.994 -0.402 -0.9583
H 1.713 1.361 2.432 0.4940
H 1.944 2.755 1.594 0.4780
O 1.838 1.804 1.505 -0.9709
H 2.893 1.470 -0.974 0.4798
H 2.153 2.611 -1.308 0.4671
O 2.903 2.191 -1.610 -0.9403
H 2.878 0.429 -2.550 0.5026
H 2.161 -0.991 -2.567 0.4712
O 2.146 -0.128 -2.410 -0.9768
H -1.484 0.631 2.131 0.4610
H -0.671 0.594 3.415 0.4809
O -1.393 1.093 2.937 -0.9413
```

#x
ORCA calculation (ωB97M-V with the def2-TZVPD basis set) on a cluster of 7 separate species, C4H18O8 in total.

Its molar mass is 194.2 g/mol. As for the LUMO energy: 0.0184 Ha. The structure (SMILES) is O=CCCC=O.O.O.O.O.O.O. Its orbital gap is 10.2 eV.

The geometry in XYZ format:
```
30
Properties=species:S:1:pos:R:3:nbo_charge:R:1
C 0.894 0.057 0.218 -0.5471
C 1.016 0.851 -1.074 -0.5286
C 0.204 2.122 -1.029 0.5090
O -0.143 2.673 -0.002 -0.5992
C 1.053 -1.434 0.058 0.4676
O 1.102 -2.171 1.019 -0.5635
H -0.094 0.229 0.646 0.2450
H 1.624 0.390 0.961 0.2499
H 0.708 0.264 -1.947 0.2489
H 2.059 1.104 -1.259 0.2450
H -0.046 2.607 -1.982 0.1291
H 1.054 -1.817 -0.967 0.1413
H 4.100 -1.862 -2.347 0.4730
H 3.015 -2.743 -1.793 0.4745
O 3.183 -1.819 -2.013 -0.9426
H -1.115 -1.575 -3.434 0.4666
H -1.401 -0.835 -2.077 0.4962
O -1.064 -1.669 -2.479 -0.9868
H 0.002 2.613 3.188 0.4791
H 0.154 2.260 1.675 0.5111
O 0.336 1.950 2.595 -0.9892
H -2.152 0.374 -0.490 0.5227
H -2.763 1.063 -1.747 0.4863
O -1.935 0.719 -1.400 -0.9982
H -3.003 -1.298 0.920 0.4800
H -2.068 -0.401 1.784 0.5141
O -2.683 -0.403 1.002 -1.0028
H -0.424 0.363 2.925 0.5105
H -0.242 -1.159 2.784 0.4935
O -0.910 -0.498 3.000 -0.9853
```

Most stable to least stable, the ends of the list are #x and #w.

#w
ORCA calculation (ωB97M-V with the def2-TZVPD basis set) on a cluster of 2 separate species, C15H28O4 in total.

Its molar mass is 272.4 g/mol. As for the LUMO energy: 0.0248 Ha. The structure (SMILES) is CCCCCC[C@H]1OC(=O)O[C@@H]1CC.C1CCOC1. Its orbital gap is 9.7 eV.

The geometry in XYZ format:
```
47
Properties=species:S:1:pos:R:3:nbo_charge:R:1
C 4.401 -3.048 -1.120 -0.6219
C 4.806 -1.696 -1.726 -0.4024
C 4.239 -1.407 -3.120 -0.3955
C 2.723 -1.438 -3.286 -0.3906
C 1.957 -0.289 -2.612 -0.4052
C 1.876 -0.380 -1.076 -0.4388
C 0.536 -0.079 -0.452 0.0915
O 0.227 1.330 -0.264 -0.5061
C -1.054 1.316 0.192 0.9715
O -1.551 2.160 0.872 -0.5788
O -1.687 0.204 -0.235 -0.5018
C -0.755 -0.525 -1.091 0.0753
C -1.011 -2.004 -1.144 -0.4305
C -2.208 -2.410 -2.028 -0.6075
H 3.457 -3.429 -1.507 0.1980
H 5.160 -3.811 -1.290 0.2122
H 4.292 -2.963 -0.037 0.2108
H 4.542 -0.898 -1.031 0.1932
H 5.895 -1.674 -1.794 0.2084
H 4.624 -0.438 -3.448 0.2033
H 4.671 -2.147 -3.803 0.2018
H 2.305 -2.390 -2.954 0.1903
H 2.522 -1.355 -4.357 0.2112
H 2.415 0.656 -2.912 0.2099
H 0.956 -0.277 -3.049 0.1998
H 2.617 0.292 -0.641 0.2361
H 2.136 -1.389 -0.753 0.2201
H 0.535 -0.505 0.560 0.1793
H -0.883 -0.056 -2.069 0.1879
H -1.111 -2.418 -0.141 0.2236
H -0.103 -2.444 -1.568 0.2139
H -1.922 -3.163 -2.758 0.2130
H -2.607 -1.545 -2.556 0.2106
H -3.013 -2.821 -1.423 0.2183
C -2.910 3.163 3.557 -0.4271
C -4.422 3.192 3.355 -0.4294
C -4.923 2.686 4.702 -0.0658
O -3.967 3.116 5.673 -0.5422
C -2.791 3.593 5.013 -0.0673
H -2.365 3.811 2.876 0.2285
H -2.535 2.148 3.427 0.2068
H -4.761 4.217 3.186 0.1976
H -4.762 2.579 2.522 0.2193
H -4.976 1.592 4.719 0.1602
H -5.903 3.083 4.972 0.1792
H -2.756 4.684 5.104 0.1597
H -1.914 3.178 5.510 0.1796
```

#x
ORCA calculation (ωB97M-V with the def2-TZVPD basis set) on the molecule C15H28O4.

Its molar mass is 272.4 g/mol. As for the LUMO energy: 0.0319 Ha. The structure (SMILES) is CCCCCCCC(=O)O[C@H](C)CCOC(=O)CC. Its orbital gap is 11.0 eV.

The geometry in XYZ format:
```
47
Properties=species:S:1:pos:R:3:nbo_charge:R:1
C 2.339 2.316 1.729 -0.6050
C 1.844 0.880 1.844 -0.4037
C 2.944 -0.193 1.609 -0.4104
C 2.615 -1.200 0.497 -0.3838
C 3.134 -0.809 -0.887 -0.3939
C 2.424 0.415 -1.479 -0.3863
C 1.008 0.079 -1.954 -0.5036
C 0.064 1.219 -1.659 0.8141
O 0.358 2.333 -1.917 -0.5957
O -1.069 0.840 -1.063 -0.5170
C -2.140 1.789 -1.115 0.0937
C -2.001 2.913 -0.102 -0.6420
C -3.409 0.988 -0.836 -0.4357
C -3.244 0.079 0.376 -0.0716
O -2.803 -1.223 -0.061 -0.5311
C -2.531 -2.056 0.947 0.8057
O -3.153 -2.124 1.945 -0.5777
C -1.346 -2.947 0.688 -0.4874
C -1.549 -3.853 -0.542 -0.6007
H 1.584 2.990 2.124 0.2083
H 3.258 2.463 2.291 0.2026
H 2.542 2.627 0.707 0.2037
H 1.499 0.757 2.868 0.2030
H 0.978 0.684 1.212 0.1918
H 3.903 0.301 1.460 0.1993
H 3.033 -0.767 2.529 0.2068
H 1.544 -1.370 0.446 0.1867
H 3.104 -2.135 0.763 0.2061
H 4.199 -0.594 -0.872 0.2049
H 2.946 -1.656 -1.548 0.1947
H 2.392 1.172 -0.703 0.2069
H 2.999 0.810 -2.309 0.2117
H 0.973 -0.151 -3.014 0.2370
H 0.667 -0.782 -1.377 0.2101
H -2.255 2.248 -2.094 0.1966
H -1.785 2.554 0.900 0.2077
H -1.195 3.580 -0.381 0.2391
H -2.906 3.513 -0.120 0.2134
H -3.645 0.343 -1.680 0.2262
H -4.264 1.636 -0.670 0.2186
H -4.192 -0.046 0.884 0.2007
H -2.487 0.486 1.040 0.1833
H -1.149 -3.566 1.550 0.2239
H -0.509 -2.280 0.491 0.2155
H -2.561 -4.235 -0.618 0.2117
H -1.282 -3.328 -1.450 0.2117
H -0.877 -4.700 -0.448 0.2105
```

Most stable to least stable, the ends of the list are #x and #w.